[1]
DFT (ωB97M-V/def2-TZVPD) results for 2 unconnected molecules or ions with the total composition C4H14NO2.

Geometry (Å):
1 C 1.13383 1.59709 1.41397
2 C 0.48653 0.47930 0.57511
3 C 1.26186 0.17872 -0.67164
4 C 0.64892 -0.94299 -1.51527
5 O -0.14850 -1.79667 -0.65973
6 N -0.96119 0.82240 0.34267
7 H 1.29611 1.38410 2.46399
8 H 0.61631 2.56627 1.52453
9 H 2.08776 1.96331 1.06206
10 H 0.49112 -0.29768 1.31447
11 H 1.27592 1.08165 -1.28660
12 H 2.29849 0.01046 -0.40155
13 H -0.02781 -0.57795 -2.26507
14 H 1.36359 -1.58359 -2.01960
15 H 0.14370 -2.71053 -0.63282
16 H -1.59536 0.00118 0.43104
17 H -1.25297 1.53077 1.01088
18 H -1.13686 1.15304 -0.58798
19 H -3.31328 -1.79090 0.39530
20 H -1.96323 -1.81942 -0.37764
21 O -2.70495 -1.24854 -0.11610

- DFT total energy (hartree) = -365.79481
- ΔE to the lowest compared entry with this formula, charge and spin (kJ/mol) = 94.3
- Kohn-Sham gap (eV) = 12.1
- total charge = +1

In elementary charge units, the natural (NBO) charges are: C -0.6613; C -0.0524; C -0.4492; C -0.0704; O -0.7874; N -0.6927; H 0.2440; H 0.2264; H 0.2472; H 0.2364; H 0.2241; H 0.2533; H 0.1843; H 0.2132; H 0.5057; H 0.4809; H 0.4384; H 0.4282; H 0.5001; H 0.5068; O -0.9756

***

[2]
DFT (ωB97M-V/def2-TZVPD) results for a molecular structure, C20H17Br42FNO8P.

Geometry (Å):
1 O 4.38142 0.09769 -0.11883
2 C 4.89209 1.13354 -0.01468
3 F 5.63584 1.63061 -1.03404
4 N 4.86638 1.99018 1.14674
5 C 3.63051 1.90779 1.83675
6 O 3.64311 1.63523 3.00857
7 C 2.26085 2.20542 1.20424
8 C 1.26033 1.30142 0.98587
9 P 1.11053 -0.53083 1.28576
10 O 1.57143 -1.16919 0.03541
11 O 2.09429 -1.09094 2.47657
12 O -0.42370 -1.01367 1.53516
13 C 0.10909 2.15101 0.39484
14 O -0.98797 1.75297 0.36613
15 O 0.60212 3.35298 -0.05343
16 C 1.73810 3.58185 0.73503
17 O 2.14242 4.64834 0.96120
18 H 5.57148 1.58868 1.78066
19 H 2.96325 -1.13471 2.02281
20 H -0.91605 -0.74779 0.73180
21 C 1.25826 -1.48746 -3.73486
22 Br 0.58132 -0.05530 -2.62597
23 Br 2.36378 -2.71461 -2.73497
24 Br -0.16505 -2.40050 -4.66987
25 H 1.89222 -1.03253 -4.48742
26 C 0.89142 2.96748 5.63931
27 Br 2.47644 2.51563 6.65540
28 Br 0.28696 1.51121 4.51589
29 Br -0.52280 3.59974 6.78989
30 H 1.15588 3.78645 4.97977
31 C 4.56008 -0.90960 5.74446
32 Br 3.39104 -0.29924 4.32258
33 Br 6.40286 -0.99215 5.16494
34 Br 4.36203 0.14398 7.35295
35 H 4.26016 -1.92220 5.99276
36 C 7.61603 -2.35698 0.87802
37 Br 9.18448 -2.72425 1.94677
38 Br 7.11131 -3.87471 -0.20391
39 Br 6.14644 -1.73572 1.96887
40 H 7.87390 -1.55260 0.19903
41 C -3.74604 -4.72702 -5.85389
42 Br -3.63492 -3.87503 -4.12551
43 Br -2.28168 -4.21447 -7.00705
44 Br -3.89771 -6.64715 -5.70017
45 H -4.65657 -4.37117 -6.32580
46 C 0.59712 -1.75354 8.79188
47 Br 1.37336 -0.58005 10.11716
48 Br 1.22005 -1.33126 7.01350
49 Br 0.87949 -3.61488 9.22736
50 H -0.47275 -1.58275 8.80345
51 C 2.39100 1.12901 -7.04321
52 Br 0.98209 2.11708 -6.16681
53 Br 3.67861 0.43404 -5.77741
54 Br 1.68829 -0.26154 -8.18492
55 H 2.91993 1.82737 -7.68071
56 C -1.87600 -6.43301 -10.60605
57 Br -1.32024 -7.27869 -12.25216
58 Br -3.74508 -5.94214 -10.64619
59 Br -1.45638 -7.51738 -9.06495
60 H -1.30830 -5.51474 -10.51300
61 C -2.46590 6.82957 4.73944
62 Br -3.61323 8.12223 3.87484
63 Br -3.02762 6.47858 6.55422
64 Br -2.31004 5.20838 3.69716
65 H -1.47634 7.26902 4.79147
66 C -5.34368 9.84448 8.24116
67 Br -5.27520 8.88567 9.91725
68 Br -3.59241 10.44336 7.68512
69 Br -6.21743 8.81239 6.86254
70 H -5.94516 10.73041 8.40543
71 C -7.89607 -3.48626 -6.05288
72 Br -7.78177 -2.63645 -4.32292
73 Br -6.43699 -2.96512 -7.20798
74 Br -8.03160 -5.40899 -5.89995
75 H -8.81116 -3.13720 -6.51992
76 C -1.64892 7.23003 0.51302
77 Br -2.49842 6.44749 -1.03565
78 Br -0.11005 6.20621 1.07474
79 Br -1.20756 9.08970 0.22984
80 H -2.37043 7.19501 1.32286
81 C 7.16930 -5.73027 3.54288
82 Br 5.72768 -4.73048 4.35215
83 Br 8.46463 -6.30771 4.85417
84 Br 6.51137 -7.20532 2.48351
85 H 7.68220 -5.05638 2.86546
86 C -10.76971 -5.23245 -8.91476
87 Br -10.96922 -3.57410 -7.94103
88 Br -12.47771 -5.95367 -9.45366
89 Br -9.56343 -5.04089 -10.41037
90 H -10.32173 -5.94720 -8.23382

- DFT total energy (hartree) = -109978.64794
- Kohn-Sham gap (eV) = 7.8

In elementary charge units, the Löwdin charges are: O 0.1665; C -0.5035; F 0.1233; N 0.1958; C -0.3743; O -0.1256; C 0.0331; C -0.0401; P 0.5297; O -0.3603; O -0.3426; O -0.1037; C -0.4486; O 0.1899; O 0.1054; C -0.4064; O 0.1032; H 0.1537; H 0.0292; H 0.0910; C -1.6037; Br 0.6052; Br 0.6066; Br 0.5347; H -0.1289; C -1.5661; Br 0.5494; Br 0.5976; Br 0.5633; H -0.0268; C -1.5041; Br 0.8360; Br 0.5391; Br 0.5063; H -0.0344; C -1.5795; Br 0.6106; Br 0.5997; Br 0.5640; H -0.0271; C -1.6308; Br 0.5581; Br 0.5318; Br 0.5589; H -0.1605; C -1.6035; Br 0.5650; Br 0.5592; Br 0.5724; H -0.0278; C -1.6097; Br 0.5729; Br 0.6108; Br 0.5720; H -0.0316; C -1.6372; Br 0.5654; Br 0.5497; Br 0.5469; H -0.0316; C -1.5800; Br 0.5844; Br 0.5461; Br 0.5618; H -0.0179; C -1.6233; Br 0.5634; Br 0.5509; Br 0.5421; H -0.0309; C -1.6112; Br 0.5846; Br 0.6430; Br 0.5796; H -0.1286; C -1.6177; Br 0.5809; Br 0.6794; Br 0.5677; H -0.1039; C -1.6352; Br 0.5481; Br 0.5720; Br 0.5651; H -0.1013; C -1.6252; Br 0.6153; Br 0.5795; Br 0.5729; H -0.0497

***

Number 1: HOMO energy -15.054 eV. Number 2: HOMO energy -9.734 eV.